The molecule C41H34N4 at a distorted geometry. Source: OMol25; level of theory: ωB97M-V/def2-TZVPD.

Computed properties:
Kohn-Sham gap: 8.0 eV
SMILES: Cc1nccn1C(c1ccc(N(c2ccccc2)c2ccccc2)cc1)c1ccc(N(c2ccccc2)c2ccccc2)cc1
maximum force: 2.1 eV Å⁻¹
charge: 0

Each line ends with the Mulliken charge.
Element x y z (Å)
C -5.84 0.17 -0.19  -1.289
C -4.86 0.38 0.87  0.823
N -5.31 0.86 2.04  -0.716
C -4.23 0.96 2.86  -0.556
C -3.12 0.53 2.16  -0.461
N -3.49 0.15 0.89  0.273
C -2.10 -0.55 0.01  0.639
C -1.17 -1.27 0.95  0.372
C -1.58 -2.57 1.27  -1.028
C -0.68 -3.45 1.83  -0.542
C 0.58 -2.99 2.21  0.195
N 1.44 -3.93 2.83  1.026
C 2.02 -5.03 2.14  -0.007
C 1.52 -6.33 2.32  -0.192
C 2.21 -7.40 1.75  -0.692
C 3.40 -7.18 1.05  -0.391
C 3.91 -5.89 0.92  -0.824
C 3.22 -4.81 1.47  -0.013
C 1.97 -3.70 4.12  0.025
C 3.18 -3.02 4.24  0.052
C 3.59 -2.61 5.51  -0.889
C 2.84 -2.99 6.63  -0.395
C 1.69 -3.77 6.50  -0.671
C 1.24 -4.14 5.23  -0.237
C 0.93 -1.64 2.09  -0.613
C 0.01 -0.75 1.54  -0.477
C -1.46 0.55 -0.79  0.459
C -2.37 1.50 -1.27  -0.825
C -1.99 2.46 -2.19  -0.501
C -0.63 2.66 -2.42  -0.371
N -0.25 3.73 -3.27  1.151
C 0.56 4.76 -2.74  -0.333
C 1.93 4.78 -3.03  0.079
C 2.73 5.74 -2.40  -0.792
C 2.13 6.73 -1.62  -0.363
C 0.75 6.74 -1.39  -0.684
C -0.05 5.74 -1.94  -0.162
C -0.44 3.72 -4.67  -0.298
C -1.34 4.63 -5.25  -0.247
C -1.46 4.65 -6.63  -0.672
C -0.65 3.84 -7.43  -0.388
C 0.29 3.00 -6.84  -0.780
C 0.39 2.91 -5.46  0.011
C 0.32 1.89 -1.75  -0.543
C -0.09 0.75 -1.04  -0.760
H -5.31 -0.10 -1.09  0.290
H -6.56 -0.61 0.10  0.328
H -6.45 1.07 -0.35  0.274
H -4.24 1.32 3.90  0.389
H -2.13 0.46 2.53  0.389
H -2.68 -1.25 -0.65  0.335
H -2.58 -2.92 1.02  0.484
H -0.93 -4.49 2.02  0.366
H 0.61 -6.48 2.91  0.295
H 1.82 -8.41 1.86  0.363
H 3.94 -8.02 0.63  0.372
H 4.84 -5.72 0.38  0.360
H 3.64 -3.80 1.41  0.335
H 3.75 -2.76 3.34  0.228
H 4.49 -2.01 5.61  0.361
H 3.19 -2.71 7.62  0.371
H 1.12 -4.09 7.37  0.358
H 0.33 -4.72 5.07  0.345
H 1.93 -1.32 2.43  0.293
H 0.22 0.34 1.59  0.585
H -3.40 1.47 -0.92  0.264
H -2.71 3.13 -2.65  0.459
H 2.36 4.02 -3.68  0.359
H 3.81 5.71 -2.54  0.366
H 2.74 7.52 -1.19  0.371
H 0.28 7.52 -0.79  0.361
H -1.13 5.68 -1.76  0.399
H -1.92 5.30 -4.61  0.375
H -2.20 5.31 -7.09  0.370
H -0.73 3.89 -8.51  0.383
H 0.95 2.40 -7.46  0.370
H 1.12 2.25 -4.98  0.413
H 1.38 2.17 -1.86  0.459
H 0.71 0.06 -0.74  0.536